Version A
Density functional theory data (ωB97M-V/def2-TZVPD) for a 2-piece molecular cluster, C4H7F overall.

Atoms and positions in Å:
C (-0.3328, 1.2708, 0.5426)
C (-1.3636, 0.9853, 1.2232)
C (1.2952, -0.7933, -0.4445)
C (0.5905, -1.3977, -1.3589)
F (-1.8067, 1.6728, 2.3600)
H (0.3127, 2.1871, 0.4703)
H (-1.9905, 0.1448, 1.2023)
H (-0.6558, 0.8013, -0.4246)
H (2.3895, -0.8399, -0.5433)
H (0.8632, -0.1617, 0.3055)
H (1.1564, -2.1533, -2.0428)
H (-0.4581, -1.7161, -1.2897)

Net charge: 0
Orbital gap (eV): 11.133

Version B
Density functional theory data (ωB97M-V/def2-TZVPD) for an isolated molecule of C4H7F.

Atoms and positions in Å:
C (-1.7491, 1.1124, -0.2062)
C (-1.4084, -0.1424, 0.1114)
C (1.1429, -0.6741, -0.3836)
C (0.2156, -0.3235, 0.7590)
F (-2.1284, -1.2312, 0.0098)
H (-2.6486, 1.2299, -0.7795)
H (-0.8574, 1.8476, -0.2310)
H (1.5681, 0.0865, -0.9736)
H (0.5681, -1.3742, -1.0355)
H (1.9241, -1.3275, 0.0569)
H (0.4845, 0.4995, 1.3486)
H (0.1760, -1.1985, 1.3481)

Net charge: 0
Orbital gap (eV): 10.727

Which of them is the least stable? Correct choice: version A.

Version A
Density functional theory data (ωB97M-V/def2-TZVPD) for a 2-piece molecular cluster, C2H4OS overall.

Atoms and positions in Å:
C (0.6749, -1.3327, 1.1453)
C (-0.5068, 1.7688, -1.6795)
O (0.7730, -1.5149, -0.0349)
S (-0.7775, 0.7441, -0.4597)
H (0.7249, -2.2098, 1.8777)
H (0.6908, -0.2978, 1.5250)
H (0.3647, 1.3712, -2.1729)
H (-1.9441, 1.4711, -0.2010)

Net charge: 0
Orbital gap (eV): 8.741

Version B
Density functional theory data (ωB97M-V/def2-TZVPD) for an isolated molecule of C2H4OS.

Atoms and positions in Å:
C (-0.8119, 0.2205, 1.5205)
C (0.6183, -0.1606, -1.1038)
O (-0.9721, 0.4795, 2.6400)
S (1.1228, -0.3810, 0.6344)
H (-1.3909, 0.5406, 0.5281)
H (1.1826, -0.9095, -1.5599)
H (0.6702, 0.7523, -1.6310)
H (-0.4190, -0.5418, -1.0281)

Net charge: 0
Orbital gap (eV): 9.211

Version C
Density functional theory data (ωB97M-V/def2-TZVPD) for a 2-piece molecular cluster, C2H4OS overall.

Atoms and positions in Å:
C (0.0205, 0.9482, 0.7277)
C (0.1492, -0.2968, -0.1628)
O (-0.1294, -0.3517, -1.4856)
S (-1.1578, -0.4278, 0.9585)
H (0.8531, 1.3116, 1.3485)
H (-0.6651, 1.6932, 0.1723)
H (1.3001, -1.5953, 0.2339)
H (-0.3705, -1.2813, -1.7924)

Net charge: 0
Orbital gap (eV): 8.988

Which of them is the least stable? Correct choice: version A.

Version A
Density functional theory data (ωB97M-V/def2-TZVPD) for an isolated molecule of C4H5ClS.

Atoms and positions in Å:
C (1.0216, -0.1346, -1.3955)
C (2.1067, -0.6451, -1.8922)
C (0.8515, 0.3682, -0.0106)
C (-0.3066, -0.2643, 0.7019)
S (2.4598, -0.1589, 0.8320)
Cl (3.0167, -1.3808, -2.9311)
H (0.1072, -0.1550, -2.1435)
H (0.9032, 1.5315, 0.1763)
H (-1.2386, -0.1549, 0.4350)
H (-0.2570, -0.0763, 1.7381)
H (-0.2168, -1.4328, 0.5776)

Net charge: 0
Orbital gap (alpha / beta) (eV): 6.346 / 6.345

Version B
Density functional theory data (ωB97M-V/def2-TZVPD) for a 3-piece molecular cluster, C4H5ClS overall.

Atoms and positions in Å:
C (-0.4056, 1.2903, -0.3086)
C (-0.0550, -0.2723, -0.1664)
C (-0.9042, -1.3387, 0.1689)
C (1.4378, -0.1964, 0.1522)
H (0.1631, 1.6470, -1.1829)
H (-1.5952, 1.4194, -0.5794)
H (0.0811, 1.7737, 0.6442)
H (-0.4852, -2.4529, 0.9939)
H (1.9246, 0.9443, 0.9073)
S (2.4776, -1.4962, -0.3630)
Cl (-2.6389, -1.3181, -0.2660)

Net charge: 0
Orbital gap (eV): 7.754

Version C
Density functional theory data (ωB97M-V/def2-TZVPD) for an isolated molecule of C4H5ClS.

Atoms and positions in Å:
C (1.3913, 1.1002, -0.0346)
C (0.0088, 0.5449, 0.0354)
C (-0.3504, -0.7377, -0.0299)
C (-1.7145, -1.2701, 0.0886)
H (1.5826, 1.7694, -0.8992)
H (1.6793, 1.6421, 0.9200)
H (2.2212, 0.3944, -0.1638)
H (-0.8568, 1.2021, 0.0930)
H (-1.7500, -2.3490, 0.0903)
S (-3.0463, -0.3373, -0.0595)
Cl (0.8348, -1.9590, -0.0404)

Net charge: 0
Orbital gap (eV): 8.015

Which of them is the least stable? Correct choice: version B.

Version A
Density functional theory data (ωB97M-V/def2-TZVPD) for C2H4InO2 as an isolated structure.

Atoms and positions in Å:
O (-1.0854, -0.3930, -0.8813)
H (-1.5195, -1.0123, -1.4838)
O (0.3054, 1.1694, 0.6230)
In (-1.5623, 1.5856, -0.2517)
H (0.8829, 1.6895, 1.1973)
C (0.7352, -0.1542, 0.5163)
C (-0.0314, -0.9815, -0.2198)
H (0.8997, -1.3763, -0.8138)
H (1.3754, -0.5274, 1.3137)

Net charge: +3
Orbital gap (alpha / beta) (eV): 4.903 / 4.621

Version B
Density functional theory data (ωB97M-V/def2-TZVPD) for C2H4InO2 as an isolated structure.

Atoms and positions in Å:
C (-0.1069, -0.3697, 0.0209)
C (0.7948, -0.3455, -1.1193)
O (-0.4654, 0.7423, 0.4864)
H (-0.6646, -1.2510, 0.3578)
H (0.5099, -1.1721, -1.7898)
H (1.8087, -0.5599, -0.7447)
In (-1.1371, 1.6188, 2.9216)
O (-1.4814, 0.6595, 1.4329)
H (0.7421, 0.6776, -1.5658)

Net charge: +3
Orbital gap (eV): 5.899

Which of them is the least stable? Correct choice: version B.

Version A
Density functional theory data (ωB97M-V/def2-TZVPD) for a 2-piece molecular cluster, C5H6O2S overall.

Atoms and positions in Å:
C (1.9975, 0.9549, -0.8095)
C (0.8547, 0.7078, -0.4789)
C (0.6281, 2.7167, 0.9052)
C (-0.6562, -0.8132, 0.7565)
C (-0.5440, 0.3150, -0.2531)
O (3.1361, 3.5306, 0.9355)
O (0.5848, 3.6016, 0.0136)
S (1.8349, 4.0853, 1.2220)
H (3.0584, 1.0677, -0.7980)
H (-0.4023, -0.2926, 1.7380)
H (0.0767, -1.6881, 0.5107)
H (-1.6958, -1.1078, 0.7198)
H (-1.1981, 1.0777, 0.0690)
H (-0.7724, -0.0488, -1.2175)

Net charge: 0
Orbital gap (eV): 8.870

Version B
Density functional theory data (ωB97M-V/def2-TZVPD) for an isolated molecule of C5H6O2S.

Atoms and positions in Å:
C (-1.9196, -0.8940, -0.2936)
C (-0.6589, -0.4216, 0.2997)
C (1.6220, -0.6136, -0.0033)
C (1.7648, 0.7402, 0.0591)
C (0.6259, 1.6177, -0.0644)
H (-2.1874, -1.8662, 0.0656)
H (-1.7528, -0.9193, -1.3971)
H (-2.7218, -0.1891, -0.0524)
H (-0.6406, -0.3586, 1.4065)
H (2.5081, -1.2404, 0.0017)
H (2.7775, 1.1285, 0.1856)
O (0.4458, -1.2219, -0.0579)
O (-0.5235, 0.9948, -0.2494)
S (0.6606, 3.2437, 0.1000)

Net charge: 0
Orbital gap (eV): 8.401

Which of them is the least stable? Correct choice: version A.

Version A
Density functional theory data (ωB97M-V/def2-TZVPD) for an isolated molecule of C5H3NO.

Atoms and positions in Å:
O (1.0543, -2.8422, 0.2007)
C (0.3118, -2.0425, -0.1929)
C (0.5279, 0.7245, 0.5394)
C (-0.6380, 0.5451, -0.3663)
C (-0.4685, 1.7632, 0.0270)
C (-0.7984, -1.6240, -0.9396)
N (-1.2850, -0.4609, -1.0617)
H (1.5446, 0.7188, 0.1334)
H (0.4681, 0.4028, 1.5839)
H (-0.7167, 2.8152, 0.0760)

Net charge: 0
Orbital gap (eV): 7.949

Version B
Density functional theory data (ωB97M-V/def2-TZVPD) for an isolated molecule of C5H3NO.

Atoms and positions in Å:
N (-0.4450, -2.7499, -1.4310)
C (-0.2052, -1.7946, -0.7940)
C (-0.3054, -0.4545, -0.0561)
C (0.8202, -1.0649, 0.2915)
O (1.2779, 1.2816, 0.8664)
C (0.2233, 1.6878, 0.3880)
C (-0.7835, 0.8051, -0.1846)
H (1.1188, -1.6081, 1.1811)
H (0.0056, 2.7676, 0.3800)
H (-1.7066, 1.1299, -0.6413)

Net charge: 0
Orbital gap (alpha / beta) (eV): 7.552 / 7.555

Which of them is the least stable? Correct choice: version B.